## A
ORCA calculation (the ωB97M-V functional and the def2-TZVPD basis) on a structure of composition C18H48ClO22S6.

Properties
highest occupied orbital energy = -5.31 eV

```
! wB97M-V def2-TZVPD RIJCOSX def2/J DEFGRID3
* xyz -1 1
Cl -0.167 -0.143 0.873
O 0.111 -1.190 -0.087
O -1.363 0.498 0.414
O -0.422 -0.746 2.159
O 1.005 0.747 1.000
O 4.208 -0.672 -0.720
S 3.181 -0.050 -1.554
O 3.145 1.421 -1.801
O 3.181 -0.778 -3.114
C 2.557 -0.081 -4.138
C 3.460 0.259 -5.357
C 1.543 -0.562 -1.007
H 2.161 0.889 -3.838
H 1.647 -0.609 -4.422
H 2.997 0.985 -6.025
H 3.648 -0.683 -5.872
H 4.410 0.682 -5.030
H 1.734 -1.635 -1.029
H 0.742 -0.181 -1.640
H 1.376 -0.244 0.022
O -4.357 0.825 4.053
S -4.439 0.078 2.746
O -4.410 0.794 1.477
O -3.084 -0.867 2.779
C -2.738 -1.607 1.543
C -2.403 -2.953 2.156
C -5.890 -1.122 2.635
H -1.865 -1.107 1.123
H -3.460 -1.633 0.727
H -1.729 -2.760 2.991
H -1.914 -3.565 1.398
H -3.247 -3.545 2.509
H -5.788 -1.726 3.537
H -5.874 -1.701 1.712
H -6.798 -0.599 2.935
O 2.441 -4.367 1.258
S 2.256 -3.562 2.485
O 2.831 -4.054 3.747
O 2.804 -1.997 2.250
C 2.645 -1.338 0.981
C 3.414 -0.034 1.101
C 0.532 -3.193 2.603
H 1.585 -1.178 0.786
H 3.151 -1.916 0.208
H 3.008 0.486 1.969
H 3.225 0.427 0.131
H 4.468 -0.258 1.265
H 0.380 -2.361 3.290
H 0.071 -4.125 2.931
H 0.244 -2.747 1.652
O 0.515 0.742 -3.321
S -0.903 0.491 -2.827
O -1.710 1.522 -2.137
O -1.794 0.047 -4.179
C -1.131 -0.787 -5.207
C -2.289 -1.014 -6.261
C -1.001 -1.014 -1.826
H -1.030 -1.683 -4.595
H -0.117 -0.513 -5.496
H -2.120 -1.922 -6.841
H -2.273 -0.168 -6.947
H -3.288 -1.165 -5.852
H -0.208 -1.748 -1.963
H -1.970 -1.430 -2.101
H -1.050 -0.738 -0.773
O -1.348 0.529 6.735
S -1.798 1.151 5.512
O -2.927 2.111 5.653
O -0.543 1.879 4.720
C 0.515 1.085 4.226
C 1.394 1.911 3.280
C -2.140 -0.114 4.221
H 0.303 0.257 3.549
H 1.094 0.665 5.048
H 2.106 1.205 2.854
H 1.898 2.581 3.977
H 0.880 2.497 2.518
H -2.090 0.469 3.302
H -3.132 -0.540 4.376
H -1.335 -0.847 4.169
O 1.296 4.201 -3.878
S 1.172 4.679 -2.473
O 1.092 6.090 -2.118
O -0.047 3.858 -1.701
C -0.147 2.496 -1.886
C -0.248 1.857 -0.499
C 2.588 4.007 -1.507
H 0.762 2.121 -2.357
H -0.961 2.425 -2.608
H -0.491 0.807 -0.657
H -1.069 2.301 0.063
H 0.671 1.750 0.077
H 2.803 2.952 -1.675
H 2.414 4.274 -0.465
H 3.445 4.520 -1.943
*
```

***

## B
ORCA calculation (the ωB97M-V functional and the def2-TZVPD basis) on a cluster of 7 separate species, C18H48ClO22S6 in total.

Properties
highest occupied orbital energy = -5.29 eV

```
! wB97M-V def2-TZVPD RIJCOSX def2/J DEFGRID3
* xyz -1 1
Cl 0.427 -0.147 0.503
O -0.474 -1.031 -0.233
O 0.805 0.958 -0.292
O -0.055 0.268 1.765
O 1.672 -0.881 0.740
O 4.143 3.822 4.884
S 3.757 5.101 4.353
O 3.698 5.340 2.892
O 2.235 5.442 4.879
C 2.017 5.084 6.234
C 1.348 6.298 6.876
C 4.713 6.522 5.157
H 2.909 4.827 6.806
H 1.315 4.250 6.235
H 2.046 7.135 6.902
H 1.187 6.177 7.947
H 0.526 6.700 6.284
H 4.511 6.423 6.224
H 4.363 7.490 4.797
H 5.800 6.525 5.079
O 8.415 1.386 -2.041
S 9.236 0.137 -1.904
O 9.057 -1.079 -2.683
O 10.804 0.632 -2.136
C 11.810 -0.402 -2.373
C 13.131 0.220 -2.065
C 9.492 -0.342 -0.070
H 11.861 -0.733 -3.410
H 11.608 -1.323 -1.827
H 13.945 -0.496 -2.173
H 13.136 0.683 -1.078
H 13.505 0.994 -2.736
H 9.887 0.539 0.436
H 10.259 -1.116 -0.108
H 8.551 -0.661 0.377
O -8.559 -0.684 2.115
S -8.973 -2.066 2.236
O -8.681 -2.856 3.423
O -10.616 -2.125 1.974
C -11.316 -3.353 2.345
C -11.946 -3.061 3.705
C -8.436 -2.964 0.748
H -10.537 -4.111 2.425
H -12.026 -3.658 1.576
H -11.173 -2.876 4.451
H -12.612 -3.876 3.991
H -12.611 -2.198 3.714
H -8.653 -2.494 -0.211
H -8.780 -3.997 0.806
H -7.347 -2.933 0.773
O 2.311 -8.999 1.753
S 1.023 -8.938 1.076
O 0.539 -10.039 0.284
O -0.188 -8.668 2.184
C -1.534 -8.713 1.796
C -2.152 -7.360 1.803
C 0.912 -7.407 0.193
H -2.052 -9.404 2.460
H -1.654 -9.213 0.834
H -3.151 -7.312 1.371
H -1.556 -6.748 1.124
H -2.191 -6.903 2.792
H 0.020 -7.426 -0.433
H 1.848 -7.260 -0.346
H 0.849 -6.518 0.821
O 1.992 1.479 -5.718
S 1.255 1.151 -6.948
O 1.442 1.993 -8.163
O 1.564 -0.449 -7.260
C 1.791 -1.336 -6.200
C 2.169 -2.703 -6.641
C -0.509 0.993 -6.471
H 0.866 -1.337 -5.623
H 2.604 -1.051 -5.533
H 1.458 -3.040 -7.396
H 2.182 -3.389 -5.794
H 3.129 -2.829 -7.141
H -1.018 0.462 -7.275
H -0.867 2.010 -6.310
H -0.476 0.485 -5.507
O -1.816 6.421 -1.880
S -3.189 6.631 -1.404
O -3.881 7.848 -1.784
O -4.127 5.330 -1.961
C -5.442 5.059 -1.455
C -6.560 5.208 -2.484
C -3.288 6.349 0.462
H -5.614 5.568 -0.507
H -5.517 4.008 -1.175
H -6.348 4.581 -3.350
H -6.716 6.239 -2.803
H -7.515 4.867 -2.083
H -3.095 5.284 0.588
H -4.295 6.623 0.776
H -2.575 6.966 1.010
*
```

***

The structure with the least stability is A.

***

## A
ORCA calculation (the ωB97M-V functional and the def2-TZVPD basis) on an isolated molecule of C3H9N2P.

Properties
highest occupied orbital energy = -8.65 eV

```
! wB97M-V def2-TZVPD RIJCOSX def2/J DEFGRID3
* xyz 0 1
C -0.257 -0.364 0.229
C 0.235 -1.743 0.143
C -2.102 1.005 0.064
N -1.578 -0.343 0.435
N 2.335 0.275 -0.127
P 0.930 1.169 0.277
H 0.675 -2.287 1.081
H -0.541 -2.472 -0.081
H 0.927 -1.752 -0.589
H -1.705 1.916 0.561
H -3.104 0.935 0.444
H -2.175 1.185 -0.982
H 2.795 0.637 -0.955
H 3.034 0.061 0.556
H 0.531 1.777 -1.055
*
```

***

## B
ORCA calculation (the ωB97M-V functional and the def2-TZVPD basis) on an isolated molecule of C3H9N2P.

Properties
highest occupied orbital energy (spin up / spin down) = -8.39 / -8.42 eV

```
! wB97M-V def2-TZVPD RIJCOSX def2/J DEFGRID3
* xyz 0 1
C 1.592 -0.789 -0.039
C 1.171 0.504 -0.401
C -1.808 1.292 0.328
N 0.458 -1.617 0.508
N -1.157 0.283 -0.385
P -1.060 -1.357 -0.171
H 1.704 -1.271 -1.056
H 2.550 -0.981 0.558
H 1.119 1.408 0.371
H 1.479 0.825 -1.459
H -1.278 1.844 1.161
H -2.108 2.072 -0.441
H -2.635 0.977 0.946
H 0.430 -1.586 1.491
H -0.456 -1.605 -1.411
*
```

***

The structure with the least stability is B.

***

## A
ORCA calculation (the ωB97M-V functional and the def2-TZVPD basis) on a cluster of 2 separate species, C3H4N2O3 in total.

Properties
highest occupied orbital energy = -10.48 eV

```
! wB97M-V def2-TZVPD RIJCOSX def2/J DEFGRID3
* xyz 0 1
C 1.962 0.418 -1.687
C -0.659 -0.309 1.503
N -1.854 -0.094 2.095
C -0.661 0.005 0.067
O 1.415 -0.592 -2.330
N -0.902 0.118 -1.054
O 1.653 1.572 -1.738
O 0.334 -0.719 2.054
H 0.466 -0.407 -2.489
H -2.659 0.220 1.581
H -1.939 -0.242 3.088
H 2.844 0.030 -1.089
*
```

***

## B
ORCA calculation (the ωB97M-V functional and the def2-TZVPD basis) on an isolated molecule of C3H4N2O3.

Properties
highest occupied orbital energy = -8.71 eV

```
! wB97M-V def2-TZVPD RIJCOSX def2/J DEFGRID3
* xyz 0 1
C -0.914 -0.433 -0.383
C -0.046 -0.184 -1.451
C -0.212 -0.303 0.850
H -2.858 0.067 0.184
H -0.117 -0.407 -2.488
H 2.263 0.325 -0.989
H 0.731 1.160 1.833
N 1.262 -0.312 -0.864
N 1.057 -0.586 0.610
O -2.233 -0.360 -0.518
O 1.537 0.760 1.233
O -0.471 0.275 1.982
*
```

***

## C
ORCA calculation (the ωB97M-V functional and the def2-TZVPD basis) on an isolated molecule of C3H4N2O3.

Properties
highest occupied orbital energy = -10.41 eV

```
! wB97M-V def2-TZVPD RIJCOSX def2/J DEFGRID3
* xyz 0 1
C -1.019 -0.296 0.025
C -0.117 1.086 0.258
C 1.839 -0.296 -0.107
H -2.593 0.686 -0.165
H -0.516 1.960 -0.183
H -0.128 1.482 1.372
H -0.471 -2.261 -0.686
N -2.243 -0.248 -0.299
N -0.227 -1.542 0.099
O 1.269 1.020 -0.326
O 3.024 -0.206 -0.112
O 1.183 -1.385 0.126
*
```

***

## D
ORCA calculation (the ωB97M-V functional and the def2-TZVPD basis) on an isolated molecule of C3H4N2O3.

Properties
highest occupied orbital energy = -10.26 eV

```
! wB97M-V def2-TZVPD RIJCOSX def2/J DEFGRID3
* xyz 0 1
C -0.004 1.375 -1.651
C 0.128 0.447 -0.411
C -0.482 -1.247 1.515
H -0.677 1.125 -2.643
H 0.902 0.786 0.170
H 1.454 -1.305 0.729
H -0.518 -1.844 2.368
N 0.444 -1.702 0.363
N -0.974 -0.042 1.471
O 0.646 2.676 -1.328
O 0.121 -0.913 -0.832
O -1.041 0.644 0.249
*
```

***

The structure with the least stability is D.

***

## A
ORCA calculation (the ωB97M-V functional and the def2-TZVPD basis) on an isolated molecule of C3H4N2O3.

Properties
highest occupied orbital energy = -9.80 eV

```
! wB97M-V def2-TZVPD RIJCOSX def2/J DEFGRID3
* xyz 0 1
C 0.504 -0.117 1.819
C -0.169 -0.075 0.512
C -0.878 0.095 -2.162
H 0.546 -0.039 3.761
H -1.264 -0.136 0.216
H 1.220 0.559 -2.360
H -0.729 0.592 -3.205
N 0.661 -0.232 -0.468
N 0.412 -0.099 -1.671
O -0.211 -0.254 2.971
O 1.765 -0.164 2.072
O -1.858 -0.131 -1.485
*
```

***

## B
ORCA calculation (the ωB97M-V functional and the def2-TZVPD basis) on a cluster of 2 separate species, C3H4N2O3 in total.

Properties
highest occupied orbital energy = -7.59 eV

```
! wB97M-V def2-TZVPD RIJCOSX def2/J DEFGRID3
* xyz 0 1
C 0.826 0.116 -0.182
C 0.149 1.375 -0.009
C -1.481 -0.372 -0.161
H 2.594 0.584 -0.349
H 0.091 2.422 0.279
H -2.139 1.745 0.305
H 1.435 -2.410 0.804
N -1.250 1.069 -0.189
N -0.144 -0.882 0.053
O 2.087 -0.325 -0.236
O -2.429 -1.151 -0.190
O 0.261 -2.171 -0.125
*
```

***

The structure with the least stability is B.

***

## A
ORCA calculation (the ωB97M-V functional and the def2-TZVPD basis) on a structure of composition C4H11N2S.

Properties
highest occupied orbital energy = -2.93 eV

```
! wB97M-V def2-TZVPD RIJCOSX def2/J DEFGRID3
* xyz -1 1
N 1.935 2.668 0.092
C 0.815 2.092 0.597
C 1.111 -3.341 -0.520
S -0.656 -2.783 -0.900
C 0.164 0.872 0.009
N -1.020 0.208 0.608
C -2.121 1.029 0.174
H 2.623 1.929 -0.022
H 1.117 -3.913 0.418
H 0.615 2.155 1.619
H 1.565 -2.396 -0.245
H 1.624 -3.994 -1.277
H 0.864 0.471 -0.687
H -0.273 2.067 -0.120
H -1.081 -0.780 0.183
H -1.943 1.207 -0.936
H -2.199 1.970 0.695
H -3.140 0.537 0.314
*
```

***

## B
ORCA calculation (the ωB97M-V functional and the def2-TZVPD basis) on the ion C4H11N2S with charge -1.

Properties
highest occupied orbital energy = -2.32 eV

```
! wB97M-V def2-TZVPD RIJCOSX def2/J DEFGRID3
* xyz -1 1
C -1.562 -0.451 -1.036
C -0.268 -0.576 -0.283
C 0.695 0.572 -0.640
S 0.921 0.912 -2.431
N -0.639 -0.564 1.160
C 0.394 -0.337 2.136
N -0.071 -0.367 3.505
H -2.249 -1.280 -0.806
H -1.386 -0.419 -2.110
H -2.156 0.419 -0.739
H 0.252 -1.532 -0.394
H 0.261 1.488 -0.231
H 1.692 0.355 -0.265
H -1.211 0.276 1.253
H 1.233 -1.000 1.875
H 0.952 0.609 2.002
H 0.643 -0.753 4.105
H -0.943 -0.850 3.668
*
```

***

The structure with the least stability is A.